{"formula": "C66H156F14N16O34S14", "method": "ωB97M-V with the def2-TZVPD basis set", "species": ["C", "C", "N", "C", "C", "C", "C", "C", "O", "C", "H", "H", "H", "H", "H", "H", "H", "H", "H", "H", "H", "H", "H", "H", "H", "H", "H", "H", "H", "H", "C", "C", "N", "C", "C", "C", "C", "C", "O", "C", "H", "H", "H", "H", "H", "H", "H", "H", "H", "H", "H", "H", "H", "H", "H", "H", "H", "H", "H", "H", "C", "C", "N", "C", "C", "C", "C", "C", "O", "C", "H", "H", "H", "H", "H", "H", "H", "H", "H", "H", "H", "H", "H", "H", "H", "H", "H", "H", "H", "H", "C", "C", "O", "N", "H", "H", "C", "H", "H", "H", "H", "H", "H", "C", "C", "O", "N", "H", "H", "C", "H", "H", "H", "H", "H", "H", "C", "C", "O", "N", "H", "H", "C", "H", "H", "H", "H", "H", "H", "C", "C", "C", "C", "N", "C", "C", "C", "C", "C", "C", "C", "H", "H", "H", "H", "H", "H", "H", "H", "H", "H", "H", "H", "H", "H", "H", "H", "H", "H", "H", "H", "H", "H", "H", "H", "C", "C", "C", "C", "N", "C", "C", "C", "C", "C", "C", "C", "H", "H", "H", "H", "H", "H", "H", "H", "H", "H", "H", "H", "H", "H", "H", "H", "H", "H", "H", "H", "H", "H", "H", "H", "C", "C", "C", "C", "N", "C", "C", "C", "C", "C", "C", "C", "H", "H", "H", "H", "H", "H", "H", "H", "H", "H", "H", "H", "H", "H", "H", "H", "H", "H", "H", "H", "H", "H", "H", "H", "N", "S", "O", "O", "F", "S", "O", "O", "F", "N", "S", "O", "O", "F", "S", "O", "O", "F", "N", "S", "O", "O", "F", "S", "O", "O", "F", "N", "S", "O", "O", "F", "S", "O", "O", "F", "N", "S", "O", "O", "F", "S", "O", "O", "F", "N", "S", "O", "O", "F", "S", "O", "O", "F", "N", "S", "O", "O", "F", "S", "O", "O", "F"], "positions_angstrom": [[4.6129, -1.7604, -8.1523], [3.6450, -2.8969, -8.3941], [2.1317, -2.6252, -8.8023], [2.3844, -1.8981, -10.1895], [1.3691, -3.9505, -8.9722], [1.7531, -4.7751, -10.1931], [1.4121, -1.6677, -7.8129], [1.1569, -2.1536, -6.3128], [2.4080, -2.0874, -5.6441], [2.4480, -2.8014, -4.3924], [5.6502, -1.9829, -7.9022], [4.2149, -1.0690, -7.4096], [4.7412, -1.2196, -9.0899], [3.4329, -3.3083, -7.4073], [4.1023, -3.6057, -9.0845], [1.4421, -1.8708, -10.7368], [3.1142, -2.4113, -10.8156], [2.5770, -0.8727, -9.8739], [0.3580, -3.5438, -8.9924], [1.3917, -4.5257, -8.0466], [2.8123, -5.0184, -10.2766], [1.5106, -4.3188, -11.1528], [1.2137, -5.7146, -10.0724], [0.3857, -1.5805, -8.1693], [1.9071, -0.6967, -7.7995], [0.7445, -3.1568, -6.2058], [0.4197, -1.5094, -5.8336], [1.8696, -3.7253, -4.3969], [2.1749, -2.1280, -3.5800], [3.4687, -3.1685, -4.2848], [-1.8898, 10.2194, 0.8888], [-0.4584, 9.5411, 0.9404], [-0.1830, 8.5307, -0.2940], [-1.3367, 7.4773, -0.4410], [-0.0662, 9.3944, -1.6422], [0.3147, 8.5523, -2.9011], [1.1399, 7.7831, 0.0793], [2.4481, 8.5996, -0.1158], [2.7468, 9.0853, -1.3991], [4.0408, 9.6835, -1.5235], [-2.6587, 9.4570, 1.0135], [-2.1136, 10.6750, -0.0758], [-2.1020, 10.9804, 1.6398], [-0.4185, 8.9181, 1.8339], [0.3554, 10.2587, 0.8359], [-1.0442, 6.8912, -1.3122], [-2.3185, 7.9305, -0.5779], [-1.4028, 6.8441, 0.4437], [0.5857, 10.2532, -1.4825], [-1.0584, 9.8000, -1.8402], [1.2764, 8.0495, -2.7996], [0.4047, 9.3720, -3.6138], [-0.3850, 7.7723, -3.2014], [1.2029, 6.9049, -0.5633], [0.8854, 7.2510, 0.9959], [3.2729, 7.9226, 0.1064], [2.4937, 9.3912, 0.6321], [4.5671, 9.6206, -0.5711], [3.7947, 10.7429, -1.5966], [4.5531, 9.2503, -2.3826], [4.1286, 5.5369, 9.2402], [5.0225, 4.2371, 9.0688], [4.3548, 3.0654, 8.3178], [5.4076, 1.9254, 8.0724], [3.2684, 2.3869, 9.2407], [2.3999, 1.3703, 8.5275], [3.7760, 3.5456, 6.9468], [4.6744, 4.3147, 5.9559], [5.8378, 3.6228, 5.5364], [5.8612, 2.7153, 4.4675], [4.0689, 6.0416, 8.2759], [4.5862, 6.1486, 10.0177], [3.1386, 5.3660, 9.6632], [5.3955, 3.8431, 10.0142], [5.9477, 4.4688, 8.5412], [6.3458, 2.1899, 7.5847], [4.8935, 1.2609, 7.3780], [5.6554, 1.3712, 8.9777], [2.5545, 3.1734, 9.4854], [3.5994, 2.1137, 10.2426], [2.9351, 0.6507, 7.9079], [1.7476, 1.8612, 7.8053], [1.7616, 0.9325, 9.2949], [2.9335, 4.1904, 7.1971], [3.3254, 2.6750, 6.4701], [4.9855, 5.3142, 6.2597], [3.9459, 4.4423, 5.1552], [5.7920, 3.1355, 3.4642], [5.0156, 2.0542, 4.6571], [6.7793, 2.1343, 4.5553], [5.1389, 0.8082, -4.5218], [6.5014, 1.2730, -3.9675], [7.4884, 1.0295, -4.6482], [6.5302, 1.9001, -2.5807], [5.8771, 2.6703, -2.6005], [6.2128, 1.2388, -1.8863], [7.9752, 2.3753, -2.2108], [4.4224, 1.5240, -4.1188], [4.8713, -0.1317, -4.0391], [5.1628, 0.8893, -5.6085], [8.3572, 3.0402, -2.9855], [8.5538, 1.4771, -1.9948], [7.7570, 2.8501, -1.2542], [-3.1741, -0.2263, -7.5254], [-2.3268, 0.4402, -6.4289], [-1.0921, 0.4246, -6.4704], [-3.1315, 0.9083, -5.1610], [-2.9638, 1.8647, -4.8828], [-4.1010, 0.8176, -5.4291], [-2.7712, -0.0020, -4.0231], [-2.6895, -0.8079, -8.3096], [-3.8247, 0.4746, -8.0485], [-3.8343, -0.9712, -7.0812], [-1.7347, 0.2493, -3.7980], [-3.0868, -0.9816, -4.3821], [-3.3799, 0.2393, -3.1517], [-5.4997, 3.3750, 0.7128], [-6.6326, 3.3039, -0.2629], [-7.2709, 4.2780, -0.7053], [-7.0938, 1.8726, -0.5918], [-6.7648, 1.1965, 0.0825], [-8.0990, 1.8560, -0.4943], [-6.7730, 1.5229, -2.0811], [-5.0428, 4.3283, 0.4472], [-4.7208, 2.6514, 0.4724], [-5.6285, 3.2269, 1.7850], [-5.6973, 1.3970, -2.2041], [-7.1474, 2.3193, -2.7242], [-7.4502, 0.6975, -2.3008], [0.2350, -2.8059, -1.0681], [-0.0262, -1.3264, -1.4247], [0.2072, -0.4712, -0.2162], [-0.2081, 1.0506, -0.4094], [0.0534, 2.1036, 0.7369], [-0.2188, 3.6412, 0.3962], [-1.7768, 3.7956, 0.6186], [-2.1790, 2.6802, 1.5629], [-0.8658, 1.8938, 1.8560], [1.5500, 2.0064, 1.2743], [2.6494, 2.5052, 0.3000], [4.0557, 2.2497, 0.8399], [-0.2442, -3.0144, -0.1116], [1.3141, -2.9146, -0.9596], [-0.1370, -3.4306, -1.8802], [-1.0731, -1.1935, -1.6977], [0.4926, -0.8099, -2.2324], [1.2884, -0.4919, -0.0793], [-0.1850, -0.8449, 0.7297], [-1.2548, 1.0662, -0.7134], [0.2400, 1.5227, -1.2837], [0.2761, 4.2026, 1.1886], [0.2336, 3.9837, -0.5345], [-2.0257, 4.6816, 1.2027], [-2.4217, 4.0616, -0.2189], [-2.5059, 2.9874, 2.5563], [-2.8594, 1.9329, 1.1544], [-0.4274, 2.4358, 2.6939], [-0.9553, 0.8406, 2.1222], [1.7237, 0.9638, 1.5405], [1.5980, 2.6787, 2.1310], [2.5599, 3.5888, 0.2230], [2.5428, 2.1183, -0.7134], [4.4356, 3.0944, 1.4146], [4.7248, 1.9719, 0.0255], [3.9890, 1.3635, 1.4711], [-3.1344, -5.3097, -0.5818], [-2.8310, -6.8271, -0.7953], [-3.9957, -7.7586, -0.4288], [-3.7000, -9.1982, -0.7800], [-4.7234, -10.2795, -0.2686], [-4.3890, -11.6564, -0.8992], [-5.6190, -11.9344, -1.7793], [-6.7915, -11.2446, -1.1091], [-6.1985, -9.9203, -0.7377], [-4.7202, -10.4264, 1.2339], [-3.2869, -10.7587, 1.8618], [-3.3172, -11.6155, 3.1758], [-3.8435, -5.0634, -1.3721], [-2.2320, -4.7343, -0.7886], [-3.5963, -5.0073, 0.3580], [-2.0019, -7.0843, -0.1361], [-2.4567, -6.9535, -1.8111], [-4.8576, -7.4504, -1.0206], [-4.2672, -7.5900, 0.6133], [-2.7364, -9.4590, -0.3424], [-3.6030, -9.2151, -1.8656], [-4.3114, -12.4728, -0.1812], [-3.4351, -11.6770, -1.4263], [-5.7369, -13.0160, -1.7133], [-5.4728, -11.6206, -2.8128], [-7.0184, -11.8765, -0.2505], [-7.5865, -11.1439, -1.8480], [-6.8288, -9.4658, 0.0266], [-6.0986, -9.2560, -1.5961], [-5.4075, -11.2591, 1.3829], [-5.0455, -9.5014, 1.7098], [-2.7388, -9.8459, 2.0953], [-2.7173, -11.3291, 1.1282], [-3.6705, -12.5901, 2.8388], [-3.9518, -11.2343, 3.9758], [-2.3303, -11.8440, 3.5783], [-3.3405, 2.2060, 5.4744], [-2.1583, 1.2861, 5.6041], [-2.4801, -0.2187, 5.9169], [-1.1581, -0.8624, 6.3873], [-1.0896, -2.4815, 6.3048], [0.3198, -2.9700, 6.7081], [0.3117, -3.1558, 8.2289], [-1.1114, -2.9254, 8.7350], [-1.9759, -3.0033, 7.5001], [-1.6388, -3.1996, 5.0403], [-1.0017, -2.6022, 3.6882], [-1.5442, -3.1899, 2.3944], [-4.1507, 2.0033, 6.1748], [-3.6343, 2.3455, 4.4340], [-2.9750, 3.1894, 5.7700], [-1.5088, 1.7252, 6.3614], [-1.6027, 1.2030, 4.6700], [-2.8725, -0.6561, 4.9989], [-3.3525, -0.2368, 6.5701], [-0.8976, -0.6340, 7.4208], [-0.3469, -0.5012, 5.7552], [0.6274, -3.9109, 6.2517], [1.0510, -2.1983, 6.4675], [0.6822, -4.1341, 8.5348], [0.9899, -2.4398, 8.6932], [-1.3622, -3.6343, 9.5241], [-1.3012, -1.9241, 9.1216], [-2.2782, -4.0388, 7.3435], [-2.9697, -2.5558, 7.5143], [-2.7136, -3.0179, 5.0447], [-1.4081, -4.2556, 5.1809], [0.0240, -2.9701, 3.6617], [-1.0353, -1.5128, 3.6760], [-1.2364, -4.1904, 2.0904], [-1.2044, -2.5242, 1.6010], [-2.6200, -3.0312, 2.4693], [-5.6419, 0.0772, 0.8582], [-4.6291, -1.1421, 0.3162], [-4.9163, -2.5457, 0.6306], [-3.2423, -0.7191, 0.3727], [-5.0651, -0.9971, -1.3285], [-5.8390, -0.3599, 2.2429], [-4.7002, -0.7766, 3.0074], [-7.1090, -1.0130, 2.4996], [-6.1225, 1.0992, 2.8912], [-1.9807, -5.2699, -5.5275], [-2.9633, -4.5593, -6.4519], [-2.5373, -3.3646, -7.1838], [-4.4358, -4.7178, -6.2578], [-2.7068, -5.6619, -7.6418], [-2.3283, -4.0785, -4.3699], [-3.6958, -3.8918, -3.8508], [-1.4142, -2.8941, -4.3718], [-1.7162, -4.8801, -3.1035], [5.6802, -0.3483, -1.1801], [6.8243, -0.7303, -0.0216], [6.9439, -2.1212, 0.4626], [7.1236, 0.2751, 1.0109], [8.0104, -0.6044, -1.1130], [4.6671, -1.3595, -0.8754], [4.0663, -1.4528, 0.4362], [4.6413, -2.5349, -1.7318], [3.5397, -0.4756, -1.6031], [4.7438, 3.9840, -2.6952], [5.0952, 5.3380, -2.1956], [4.6565, 5.7240, -0.8801], [5.1521, 6.3469, -3.2267], [6.6407, 5.0624, -1.9996], [3.0892, 4.3978, -3.0545], [2.7501, 4.8975, -4.3815], [2.2447, 4.9152, -1.9719], [2.6015, 2.8348, -3.1872], [0.0773, 6.3042, 3.0410], [0.5457, 5.5486, 4.2440], [-0.0678, 4.2295, 4.5866], [1.1236, 6.3149, 5.3781], [1.9089, 4.9952, 3.6070], [-1.3838, 6.5987, 3.9329], [-1.4332, 7.3738, 5.1485], [-2.4830, 5.6710, 3.6931], [-1.9171, 7.7811, 2.9415], [-2.7347, 3.3736, -4.2280], [-3.8468, 4.4413, -3.7107], [-4.1913, 5.5889, -4.5143], [-3.8913, 4.5534, -2.2156], [-5.2521, 3.6066, -3.9986], [-1.5082, 4.0654, -3.7672], [-0.8625, 3.3827, -2.6829], [-1.2921, 5.4713, -3.9575], [-0.5842, 3.5985, -4.9343], [2.7154, -7.3127, -1.2399], [1.9066, -7.2057, 0.2295], [0.7662, -6.3037, 0.3102], [2.6539, -7.5796, 1.4774], [1.2736, -8.6260, -0.0198], [3.0909, -5.9092, -1.2222], [3.8316, -5.3609, -0.0450], [2.1236, -5.0742, -1.9297], [4.2586, -6.0580, -2.3176]], "forces_ev_per_angstrom": [[-0.8, 1.6, -1.2], [-0.8, -1.0, 2.3], [2.9, 0.9, -1.3], [-2.3, -0.1, 1.5], [-0.1, 1.4, 0.0], [0.0, 0.1, 0.2], [-1.0, -1.2, 1.1], [1.7, 0.1, -0.7], [-0.4, -0.3, -0.2], [0.6, -0.1, -0.3], [-0.4, -0.9, 0.3], [0.1, 0.0, 0.1], [0.0, 0.4, -0.1], [0.6, -0.7, -0.1], [-0.6, -0.1, 0.0], [-0.1, -0.1, 0.1], [0.2, 0.2, 0.6], [0.6, -0.2, -0.5], [-0.3, -0.5, -0.5], [0.6, 0.1, 0.0], [0.0, 0.0, 0.5], [-0.4, 0.0, 0.2], [0.0, 0.0, -0.3], [0.1, 0.3, -0.6], [0.1, -0.2, -0.1], [-0.1, -0.2, -0.5], [-0.1, 0.4, -0.3], [-0.5, 0.2, 0.0], [0.0, -0.3, 0.1], [0.1, 0.4, 0.3], [0.6, -0.9, -0.7], [-1.4, -0.3, -1.4], [-0.7, 1.1, 0.6], [1.4, 0.7, -0.1], [-0.7, -1.9, 0.2], [0.4, 0.6, 1.2], [-0.9, -0.1, -2.3], [0.4, -0.5, 1.2], [-1.1, -0.6, -0.3], [-1.1, 0.6, 0.8], [0.1, -0.1, 0.2], [0.3, 0.1, -0.1], [0.6, -0.1, 0.2], [0.4, 0.2, -0.2], [-0.1, -0.1, 0.3], [-0.3, -0.1, 0.1], [0.4, 0.3, -0.2], [0.4, 0.2, 0.1], [0.3, -0.5, 0.3], [-0.2, -0.1, 0.4], [0.0, 0.3, 0.0], [0.0, -0.5, -0.6], [-0.4, 0.5, 0.0], [-0.1, 0.2, -0.8], [0.8, 1.0, 0.7], [-0.1, -0.4, 0.6], [0.0, 0.4, 0.1], [0.5, -0.5, -0.2], [0.6, 0.2, -0.7], [0.1, 0.2, 0.2], [0.8, -1.5, 0.1], [-0.7, 0.5, 0.1], [1.3, -0.9, 0.6], [-0.8, 0.1, -0.5], [-0.9, 1.8, -1.1], [0.1, 0.1, -0.5], [0.0, -0.1, 1.1], [0.0, -1.2, -0.5], [0.7, 1.4, 1.1], [-1.0, -0.7, 0.4], [-0.1, 0.2, 0.3], [0.4, 0.2, -0.4], [-0.1, -0.4, -0.4], [-0.5, -0.1, 0.2], [-0.3, 0.1, -0.4], [-0.4, 0.9, 0.1], [0.2, -0.1, 0.1], [-0.4, 0.4, 0.2], [0.2, 0.5, -0.1], [1.1, -0.4, -0.5], [0.1, -0.4, 0.6], [-0.2, 0.2, 0.2], [0.1, -0.4, -0.2], [0.0, 0.1, 0.1], [0.4, -0.1, 0.0], [-0.1, -0.2, 0.3], [0.1, 0.3, -0.5], [0.0, 0.3, 0.1], [-0.1, -0.6, -0.6], [0.0, 0.1, 0.0], [0.4, 1.9, 1.8], [0.7, -2.5, -2.9], [-1.5, 1.6, 2.8], [3.3, 0.0, -2.2], [-0.7, 0.8, 0.0], [-0.5, -1.0, 0.3], [-1.9, -0.6, 0.7], [-0.5, 0.0, -0.3], [0.1, -0.3, -0.5], [0.0, -0.5, 0.3], [-0.1, -0.2, 0.3], [0.1, 0.2, -0.5], [0.6, 0.4, -0.2], [-0.8, 0.3, 0.6], [3.7, -1.5, -1.6], [-4.4, 0.8, 1.1], [0.7, -1.8, -1.7], [0.4, 1.3, 0.0], [-0.5, 0.0, 0.1], [-0.8, 0.4, -0.1], [0.9, 0.4, 0.5], [0.0, 0.4, 0.2], [-0.1, 0.0, 0.4], [0.0, -0.9, -0.1], [1.0, -0.3, 0.5], [-0.1, 0.2, -0.1], [1.3, 0.3, -1.4], [-2.5, 3.1, 0.3], [2.4, -4.4, 1.2], [-0.4, 2.0, -2.2], [1.1, -0.8, 0.3], [-0.6, 0.3, -0.2], [-1.1, 0.3, 1.0], [0.0, 0.2, 0.6], [-0.2, -0.3, -0.3], [-0.9, 0.2, -0.2], [-0.4, -0.4, 0.1], [0.3, 0.4, 0.4], [0.8, -0.5, 0.0], [0.6, 1.3, -0.9], [-1.7, 0.4, 0.4], [1.4, 2.5, 1.2], [0.2, 0.2, -0.6], [1.6, 0.3, -0.7], [-1.3, -0.9, 0.3], [0.4, 1.3, 0.5], [0.6, -2.4, -0.1], [-0.3, 1.0, 1.0], [-0.3, 0.3, -1.3], [-0.7, 0.7, -0.1], [-0.5, -0.8, 0.2], [-0.1, -0.2, -0.3], [-0.1, -0.5, 0.0], [0.2, -0.2, 0.3], [-0.5, -0.2, -0.1], [0.6, -0.8, -0.3], [0.3, 0.1, 0.2], [-0.5, -0.2, -0.2], [-0.4, 0.3, 0.8], [0.6, -0.3, 0.0], [0.1, -0.3, 0.2], [-0.3, -0.6, -0.2], [0.9, 0.5, 0.3], [0.3, -1.2, -0.7], [-0.4, 0.4, -0.3], [-0.4, 0.3, -0.1], [0.2, -0.3, 0.2], [-0.2, 0.0, -0.3], [-0.2, 0.1, 0.1], [-0.3, -0.3, 0.3], [-0.3, 0.1, -0.3], [-0.1, -0.3, 0.1], [0.1, -0.1, -0.1], [0.1, 0.3, 0.1], [0.5, -0.1, 0.2], [-0.4, -0.9, -1.1], [0.4, 0.6, 1.3], [-0.8, 0.6, -0.5], [0.2, -0.2, 0.8], [0.4, 1.0, -0.4], [-1.0, 0.4, -0.6], [0.8, -1.1, -0.1], [1.1, -0.6, -0.9], [0.6, -0.4, 0.3], [1.7, -0.3, 0.8], [-0.6, -0.1, 0.4], [-0.5, -0.4, -1.3], [-0.1, 0.4, 0.0], [-0.1, 0.0, 0.3], [0.2, -0.4, 0.2], [0.3, -0.1, 0.0], [-0.2, -0.2, -0.1], [-0.3, 0.2, 0.0], [0.1, -0.2, 0.2], [0.0, -0.3, -0.1], [-0.3, -0.7, 0.0], [-0.1, 0.6, 0.6], [-0.1, 0.6, 0.0], [-0.2, 0.0, -0.7], [0.0, 0.0, 0.0], [-0.7, 0.4, 0.1], [-0.3, -0.1, 0.5], [0.8, 0.4, 0.3], [0.0, -0.1, 0.1], [-0.1, 0.2, 0.5], [-0.4, -0.1, -0.3], [-0.1, 0.2, -0.4], [0.2, 0.1, 0.0], [-0.4, -0.2, 0.4], [0.0, 0.1, -0.2], [0.1, 0.5, -0.2], [0.3, 1.1, -0.1], [0.2, -1.4, 0.1], [0.1, 0.8, -0.1], [-0.6, -1.6, -0.8], [-0.9, -0.5, 1.4], [-0.1, 0.6, 0.4], [0.3, 0.4, 0.6], [-0.4, 0.8, -0.1], [-0.2, -1.0, -0.7], [0.9, 2.2, -1.3], [0.8, -2.0, 1.4], [-1.1, 1.2, 0.1], [-0.2, -0.3, -0.4], [-0.6, -0.4, 0.2], [-0.1, 0.2, -0.1], [0.3, -0.3, 0.1], [0.3, 0.6, -0.1], [0.3, -0.2, -0.2], [0.4, -0.4, 0.7], [-0.2, -0.1, 0.0], [0.0, -0.2, -0.1], [-0.6, 0.2, -0.6], [-0.2, -0.1, -0.5], [-0.1, 0.0, -0.3], [0.0, 0.0, 0.0], [-0.3, 0.0, -0.3], [0.6, 0.0, 0.5], [0.7, -0.3, -0.7], [0.4, 0.9, 0.0], [0.0, -0.2, 0.0], [-0.1, 0.1, -0.1], [0.5, 0.7, 0.5], [-0.1, -0.1, 0.1], [-0.1, -0.1, 0.6], [-0.1, -0.1, -0.1], [-0.3, -0.6, -0.6], [2.7, -1.2, -5.8], [1.9, -1.8, -3.3], [-0.2, 3.3, -0.5], [-1.9, -0.2, -0.3], [0.5, 0.1, 2.4], [-4.7, -0.6, 9.5], [0.3, -0.3, -0.7], [1.6, 0.4, -0.6], [0.1, 0.1, -0.5], [-0.2, 2.7, 3.9], [-5.8, -2.0, -9.3], [-0.2, -0.3, 1.7], [3.7, 0.7, 0.0], [-0.2, 0.4, 0.4], [2.8, 1.3, 7.0], [2.3, 0.1, -1.8], [-2.3, -2.4, -0.9], [0.0, 0.0, -1.1], [6.4, 2.8, 2.5], [4.1, -1.0, 2.3], [-1.1, 3.1, -1.7], [-1.2, -1.0, -2.6], [-0.1, 0.2, 0.7], [-9.5, -6.2, -1.5], [1.5, 0.2, -0.2], [1.0, 1.4, 1.5], [-1.2, 0.6, -0.7], [-5.3, -2.6, -1.7], [4.8, 7.1, 2.1], [0.0, -0.4, -0.6], [-1.0, -0.3, 0.7], [0.6, -0.6, 0.4], [-4.2, -2.2, -2.1], [1.7, -0.7, 2.2], [2.1, -0.9, -1.2], [0.7, 1.1, 0.5], [-4.3, 1.8, 0.1], [7.7, -5.6, 6.4], [0.2, 2.9, -0.6], [-1.7, -1.4, -2.2], [0.4, -0.1, -0.7], [-6.9, 3.8, -2.3], [1.4, -1.7, -0.7], [2.4, -0.1, 0.4], [0.9, -0.3, -0.5], [-6.2, 0.6, -0.5], [-5.8, 1.6, 2.3], [1.7, -1.3, 0.9], [0.8, -0.4, -3.6], [1.6, -0.7, 0.2], [10.5, 1.2, 0.3], [-1.0, 0.5, 0.9], [-2.0, 0.1, 1.3], [0.5, -1.1, -1.3], [-2.8, -4.8, 3.9], [-0.2, -4.6, 3.9], [1.5, -0.7, -0.1], [-1.5, 2.1, -3.2], [-1.3, -0.7, -0.3], [5.1, 9.6, -2.9], [-2.4, -1.2, -2.4], [1.1, -0.1, 1.1], [0.1, 0.3, 0.0]], "fmax_ev_per_a": 11.5, "total_charge": 2, "multiplicity": 1, "energy_ha": -13014.00979, "lumo_ev": -3.5138, "de_lowest_kj_mol": 140.63}